# 1
This record from the OMol25 dataset describes C5H8S in the gas phase at a distorted geometry. The level of theory is ωB97M-V/def2-TZVPD.

Net charge   0

Atoms and positions in Å:
C1 2.3823 0.7779 -1.4411
C2 1.3116 -0.0740 -1.1762
C3 1.0482 -0.4380 0.2955
C4 -0.1049 -1.4885 0.8735
C5 -0.2939 0.1242 0.9305
S1 -1.9309 0.5511 0.1636
H1 2.5821 1.6845 -2.4023
H2 2.9639 1.0051 -0.6059
H3 0.6134 -0.3830 -1.9675
H4 1.5527 0.0253 1.1033
H5 0.1146 -2.1315 1.8005
H6 -0.2765 -2.1385 -0.0200
H7 -0.2617 0.5892 2.0121
H8 -2.4543 -0.8787 0.5678

Force components x, y, z for each atom (eV/Å):
C -2.745 1.145 -2.555
C 2.193 1.625 0.132
C -3.622 0.468 0.408
C 3.518 1.548 -0.212
C -1.850 -2.932 0.835
S -0.121 -3.371 0.928
H -0.854 -3.723 2.706
H 1.131 0.447 1.159
H 0.155 0.164 0.641
H 2.320 -0.248 -0.038
H -0.134 1.445 -1.380
H -1.053 1.079 0.815
H 0.367 -1.131 -2.347
H 0.695 3.484 -1.094

natural (NBO) population analysis, charges in e, atoms 1 to 5:
1. C -0.380
2. C -0.206
3. C -0.261
4. C -0.452
5. C -0.348


# 2
This record from the OMol25 dataset describes a gas-phase ion, C10H10INO2P (charge +1) at a distorted geometry. The level of theory is ωB97M-V/def2-TZVPD.

Net charge   +1

Atoms and positions in Å:
C1 1.8574 -3.1774 -0.7334
C2 2.0653 -2.0753 0.2016
C3 2.3002 -0.7040 -0.3554
I1 3.5850 0.7953 0.3944
C4 0.9651 -1.0903 0.3778
P1 -0.5571 -1.1729 -0.6390
O1 -1.6500 -1.4570 0.5470
C5 -2.3798 -0.4405 1.1629
O2 -3.1444 -0.5596 2.0508
C6 -1.8673 0.8861 0.5844
C7 -2.4606 2.1657 0.8994
C8 -1.8092 3.2380 0.2260
C9 -0.8843 3.0051 -0.7490
C10 -0.4201 1.7025 -1.1221
N1 -0.9365 0.6674 -0.3880
H1 1.2409 -2.7708 -1.4189
H2 1.3641 -4.0008 -0.2006
H3 2.7230 -3.4361 -1.1445
H4 2.4717 -2.4577 1.0635
H5 2.1403 -0.6071 -1.4873
H6 0.6800 -0.7100 1.3153
H7 -3.3121 2.2882 1.5833
H8 -1.9432 4.2913 0.5580
H9 -0.4723 3.9930 -1.0769
H10 0.4441 1.6266 -1.6493

Force components x, y, z for each atom (eV/Å):
C -2.063 -0.479 2.981
C -0.352 1.101 -0.686
C -1.275 -0.105 -0.843
I -0.347 -0.393 -0.061
C -0.453 0.200 -1.737
P 0.458 1.156 0.680
O -1.058 -0.217 0.624
C 1.599 0.791 -0.300
O -0.053 -0.338 -0.416
C -1.956 0.695 -0.423
C 2.073 -1.252 -1.382
C -1.462 -0.310 1.945
C 1.583 0.214 -0.908
C -3.336 1.975 4.049
N 0.036 1.236 -0.392
H -2.111 0.474 -3.042
H 0.171 0.008 -0.398
H 3.567 -1.524 -1.817
H 1.429 0.180 2.247
H 0.592 -0.267 1.720
H 0.354 0.559 1.343
H 0.725 -0.286 -0.163
H -0.383 -0.950 -0.453
H 0.217 -1.593 -0.554
H 2.044 -0.874 -2.010

natural (NBO) population analysis, charges in e, atoms 1 to 5:
1. C -0.577
2. C -0.215
3. C -0.376
4. I 0.214
5. C -0.612


Number 1: E -593.30271 a.u.. Number 2: E -1231.04559 a.u..